(1)
{
  "formula": "C8H22BrLiO4",
  "method": "wB97M-V/def2-TZVPD",
  "species": ["H", "H", "H", "O", "O", "H", "C", "C", "H", "H", "Br", "C", "H", "H", "H", "H", "Li", "C", "H", "C", "C", "H", "H", "H", "H", "O", "H", "H", "H", "O", "C", "H", "H", "C", "H", "H"],
  "coordinates": [[-0.21122, 4.81405, -2.68778], [2.28147, -3.67657, 0.34769], [-2.40102, 1.82186, -3.73998], [0.62679, 2.06468, 2.77563], [-0.59196, -3.27297, -1.12336], [1.72881, 2.13286, 5.29854], [-1.38811, 2.96950, -2.12685], [1.19645, -3.58481, 0.29841], [0.86963, -2.63069, 0.71186], [-0.90699, 3.82529, -4.07147], [-0.72796, -0.02412, 0.41021], [0.94376, -4.95999, -1.87675], [-0.58762, -2.35838, -0.83161], [0.69055, -4.96212, -2.93693], [0.39299, -5.78718, -1.42898], [-0.35206, 1.43178, -1.34252], [-2.86129, 0.84459, 1.51038], [-1.01869, 4.17502, -3.04516], [2.61776, 1.29248, 2.85673], [1.60280, 1.20854, 3.24524], [1.48707, 1.21529, 4.76215], [-3.42857, 2.79066, -2.59559], [2.01086, -5.15745, -1.77468], [1.23644, -2.84491, -1.81755], [-1.67792, 3.28971, -1.12606], [-0.25733, 2.10542, -2.01990], [2.25510, 0.50320, 5.06408], [0.27273, -0.05405, 5.49997], [-1.88081, 4.83864, -3.11197], [0.20318, 0.83846, 5.15328], [0.78117, -3.61591, -1.19595], [1.34031, 0.22009, 2.86821], [-2.70564, 1.18894, -2.21505], [-2.55602, 2.14775, -2.71145], [0.17204, 1.61829, 2.05762], [0.84330, -4.40795, 0.91958]],
  "forces_ev_per_a": [[0.2613, -0.5107, -0.0585], [0.2841, 0.3410, 0.2489], [0.1001, 0.5892, -0.2171], [-0.3288, 1.4224, -0.8640], [-0.9419, -0.0704, -0.8383], [0.0624, 0.4137, -0.6266], [0.5901, -1.1388, -0.8235], [1.4892, -0.0815, -0.9912], [0.1925, -0.0843, 0.1553], [0.5981, -0.0784, 0.1036], [-0.9231, 0.2218, 0.6357], [0.6021, 0.0726, 0.1219], [-0.4585, 0.2515, 0.1116], [0.0021, 0.3192, 0.0170], [-0.0734, 0.2381, 0.3500], [-0.4176, -0.0289, 0.2686], [0.9400, -0.3463, -0.4041], [-1.1175, -0.5117, 0.5441], [0.2606, 1.0228, 0.1113], [-0.5391, -0.9708, 0.6256], [1.6015, -0.4043, -0.4255], [-0.4470, -0.3236, -0.3783], [0.1052, -0.4480, -0.2415], [0.7243, 0.0084, 0.2661], [-0.0283, 0.3850, 0.1671], [0.6551, 0.9996, -0.7778], [0.0166, -0.2960, 0.5221], [-0.2662, -0.0113, 0.0129], [-0.2687, 0.0399, 0.1903], [-0.7565, -0.6566, 0.4615], [-1.3889, -0.4998, 1.2472], [-0.0662, -0.5746, 0.4492], [0.0183, 0.1974, 0.6120], [0.1118, 0.5286, 0.2018], [-0.0244, 0.0220, -0.3623], [-0.5691, -0.0371, -0.4150]],
  "nbo_charge": [0.22, 0.19, 0.22, -0.74, -0.74, 0.17, 0.11, -0.63, 0.21, 0.21, -0.90, -0.62, 0.47, 0.21, 0.21, 0.49, 0.95, -0.62, 0.16, -0.09, -0.08, 0.19, 0.20, 0.16, 0.14, -0.76, 0.15, 0.47, 0.20, -0.72, 0.10, 0.16, 0.21, -0.64, 0.48, 0.21],
  "e_homo_ev": -9.42,
  "relative_energy_kj_mol": 68.7,
  "multiplicity": 1
}

(2)
{
  "formula": "C8H22BrN2Na2O2",
  "method": "wB97M-V/def2-TZVPD",
  "species": ["C", "H", "Br", "O", "H", "H", "H", "H", "Na", "N", "H", "Na", "H", "H", "C", "N", "H", "C", "C", "H", "H", "H", "H", "C", "H", "H", "H", "H", "H", "O", "H", "C", "H", "C", "C", "H", "H"],
  "coordinates": [[0.02422, 0.28034, 15.20000], [-2.13747, -3.57559, 13.57445], [-1.40905, -1.49406, 9.64805], [-1.58971, -5.57357, 13.99337], [-3.10772, -3.35582, 10.89222], [-3.92005, -3.04743, 12.18030], [0.74695, 0.76128, 17.61745], [-3.77975, -5.30312, 13.06185], [-2.20018, 1.27996, 10.17742], [1.22849, -0.09679, 17.38958], [-2.23734, -5.61333, 10.46908], [-0.57623, -1.73534, 6.87075], [-0.94667, -4.25797, 12.58628], [-0.48425, -6.16314, 15.65240], [-2.77845, -6.01732, 11.32471], [-3.69850, -3.81929, 11.56771], [-0.99860, -1.53146, 17.08854], [0.35800, -1.19430, 13.26932], [-0.85745, -5.32815, 15.05943], [0.49810, -2.65124, 17.23408], [-0.54996, -2.43268, 15.77115], [2.17951, 0.23574, 17.31835], [-3.64743, -6.53214, 10.91492], [-1.85132, -4.52908, 13.13052], [1.72252, -0.99584, 15.68960], [-0.75400, 0.78764, 15.77019], [0.51557, -2.11798, 13.82619], [-0.04242, -4.62596, 14.88403], [0.72433, 1.03933, 14.85092], [-0.49369, -0.31334, 13.96793], [-2.14564, -6.75859, 11.81274], [-0.09983, -1.95768, 16.64285], [0.00746, -1.43516, 12.26572], [-3.11724, -4.89797, 12.29696], [0.78659, -0.74488, 16.18876], [-1.52110, -4.96576, 15.84450], [1.37672, -0.81190, 13.20558]],
  "forces_ev_per_a": [[1.2829, -1.7501, -0.2863], [-0.0182, 0.1261, 1.0616], [0.0394, 0.6932, -0.6738], [-1.6124, -2.1086, -2.6784], [0.5244, -0.6246, -0.2971], [-0.4113, 0.0105, 0.3967], [-0.7004, -0.0677, 0.1021], [-0.4354, 0.2717, -0.1217], [0.1467, -0.6298, 0.1403], [0.7058, 1.2804, 0.8489], [0.1922, 0.0985, -0.0375], [-0.1590, -0.1104, 0.5908], [0.1607, -0.2504, -0.7242], [0.3657, -0.8591, -1.1152], [0.1009, -0.3615, -0.0758], [-0.8711, 1.2759, 0.1296], [0.3121, -0.1099, 0.8878], [0.9864, -0.1898, 0.9290], [1.0770, 1.2642, 3.8579], [-0.4375, 0.1640, 0.1616], [0.3834, -0.4561, -0.1557], [0.2800, -0.2750, -0.1010], [-0.1581, 0.1320, 0.1628], [-0.9224, 0.8322, -0.7550], [-0.2807, -0.7590, -0.2783], [-0.4580, -0.2828, -0.3923], [-0.3684, -0.3439, -0.0105], [0.2130, 0.1232, 0.0579], [0.3778, 0.1578, 0.3607], [-0.8918, 0.3867, 0.6596], [-0.0087, -0.0204, -0.0295], [0.1413, 1.2503, -1.9065], [-0.3865, 0.3072, 0.2118], [1.8664, -1.0921, -0.1715], [-1.1744, 0.2449, -0.7813], [-0.0515, 1.1661, 0.3373], [0.1896, 0.5062, -0.3050]],
  "nbo_charge": [-0.07, 0.15, -0.94, -0.54, 0.36, 0.35, 0.35, 0.20, 0.98, -0.83, 0.19, 0.98, 0.16, 0.20, -0.61, -0.83, 0.21, -0.26, -0.24, 0.23, 0.20, 0.36, 0.22, -0.07, 0.18, 0.19, 0.17, 0.15, 0.16, -0.57, 0.22, -0.62, 0.20, -0.06, -0.07, 0.16, 0.16],
  "e_homo_ev": -10.86,
  "total_charge": 1,
  "multiplicity": 1
}

(3)
{
  "formula": "C8H22Cl2FeN2O2",
  "method": "wB97M-V/def2-TZVPD",
  "species": ["H", "H", "Cl", "H", "C", "H", "O", "O", "H", "H", "C", "N", "H", "Cl", "H", "C", "H", "H", "C", "C", "H", "H", "N", "H", "H", "H", "C", "H", "H", "H", "C", "C", "Fe", "H", "H", "H", "H"],
  "coordinates": [[1.23941, -1.78188, -3.24485], [-3.49436, -0.85614, 0.31659], [-0.81495, 3.18995, -1.55400], [1.40792, -0.51100, -1.31468], [0.76584, -0.88450, -3.64754], [-0.82159, -1.98438, -1.56553], [-1.98935, -0.37766, -1.07628], [1.00808, 1.72022, 1.28475], [-0.43265, 0.35365, 3.10270], [1.69976, 3.53086, 0.46214], [0.31388, -0.17026, 2.51172], [-0.25601, -0.64502, 1.21621], [1.92163, 1.14941, 3.10564], [-2.67037, 1.83446, 1.33223], [2.86564, 2.68723, 1.46208], [1.49664, 0.72867, 2.18992], [-1.80278, -1.40523, -2.90678], [2.30169, 0.16310, 1.70709], [0.84727, -1.49193, 3.18764], [-0.10061, -0.18528, -2.61531], [1.67841, -1.20516, 3.83173], [-3.01317, -2.11376, -0.63081], [0.70807, 0.24043, -1.44334], [0.40569, -1.21077, 0.63479], [1.27138, 0.98845, -1.87060], [1.48918, -0.20800, -4.09880], [-1.21075, -1.07625, -2.04423], [1.05275, -2.23865, 2.42192], [-0.56957, 0.69728, -3.05759], [-4.00238, -0.68819, -1.36307], [-3.20158, -1.04054, -0.72055], [1.80068, 2.90789, 1.34528], [-0.73381, 1.10890, 0.00256], [0.11259, -1.25510, -4.44542], [1.53808, 3.44308, 2.26131], [-0.85727, -1.44138, 1.46653], [0.04663, -1.97248, 3.75658]],
  "forces_ev_per_a": [[0.2379, 0.2184, 0.1876], [0.3225, 0.8995, -0.1123], [-0.3734, 0.9586, -0.5392], [-0.2190, -0.2372, 0.8222], [-0.8681, -0.5302, -0.3623], [0.3361, 0.0644, -0.0265], [0.4457, 0.8101, -0.0417], [0.3963, 0.2361, -0.0353], [-0.1354, 0.0024, -0.1513], [-0.4631, -0.1514, -0.0376], [1.6248, -2.1907, -0.5433], [-0.8382, 0.6104, 0.2582], [-0.2534, 0.3147, -0.0247], [0.8049, -0.2960, -0.6087], [-0.0646, -0.4235, -0.2746], [-0.3555, -0.6306, 0.1475], [-0.4563, 0.1190, 0.2562], [-0.1306, -0.0664, -0.0894], [-1.0539, 1.1332, 0.2630], [-0.5129, -0.7371, 0.9045], [0.1314, -0.6069, 0.0600], [-0.1914, -0.1147, -0.9687], [0.4876, 0.7806, -1.6225], [0.8282, 0.3058, 0.1324], [0.1485, 0.2492, 0.7568], [0.1073, -0.0359, 0.1502], [0.1866, -0.6234, -1.1531], [0.7939, 0.2441, -0.0438], [-0.0129, 0.0330, 0.0894], [-0.0457, -0.4859, -0.2699], [-0.0047, -0.4077, 1.1464], [0.5330, 0.4303, 0.6219], [-0.4924, -1.1066, 1.3809], [0.0727, 0.1566, -0.1299], [-0.2660, 0.2298, -0.2116], [-0.7984, 0.5598, -0.2669], [0.0785, 0.2882, 0.3362]],
  "nbo_charge": [0.22, 0.22, -0.01, 0.31, -0.65, 0.15, -0.64, -0.63, 0.23, 0.21, -0.09, -1.07, 0.20, -0.51, 0.19, -0.09, 0.19, 0.19, -0.68, -0.10, 0.21, 0.20, -0.96, 0.19, 0.38, 0.22, -0.13, 0.20, 0.21, 0.20, -0.27, -0.26, 1.16, 0.22, 0.19, 0.38, 0.22],
  "e_homo_ev": [-2.76, -10.28],
  "relative_energy_kj_mol": 0.0,
  "multiplicity": 9
}